[1]
The following is a DFT calculation (the ωB97M-V functional and the def2-TZVPD basis) of a cluster of 2 separate species, HN4O2 in total in a non-equilibrium geometry.

The geometry in XYZ format:
```
7
Properties=species:S:1:pos:R:3:forces:R:3:nbo_charge:R:1
N -0.3881 2.0989 0.9887 -0.2 0.0 -0.2 0.31
N 0.4608 1.7072 0.4236 2.6 1.8 0.3 -0.03
N 0.0802 -1.0552 -0.5464 -1.4 -1.9 -0.3 0.30
N -0.7890 -1.7692 -0.2356 2.0 2.2 -0.4 0.47
O 0.7380 -0.0528 -0.2685 0.7 -1.0 -0.2 -0.47
O -1.6279 -2.5279 -0.4332 -1.3 -1.4 0.0 -0.15
H 1.5261 1.5990 0.0713 -2.5 0.4 0.7 0.56
```
Forces are in eV/Å.

Values from the calculation:
Net charge ... +1
HOMO level ... -15.522 eV
Kohn-Sham gap ... 9.31 eV
LUMO level ... -0.228 hartree


[2]
The following is a DFT calculation (the ωB97M-V functional and the def2-TZVPD basis) of a cluster of 8 separate species, C29H40F2O24 in total in a non-equilibrium geometry.

The geometry in XYZ format:
```
95
Properties=species:S:1:pos:R:3:forces:R:3:mulliken_charge:R:1
C -4.0223 -2.2093 1.6917 -0.9 -1.4 0.2 -0.20
C -4.0574 -2.3761 0.1986 1.5 0.8 -0.6 -0.30
O -3.8904 -0.9685 -0.1794 0.1 -2.2 -1.7 -0.29
C -4.1280 -0.1790 0.8543 0.6 3.5 -2.4 0.71
O -4.0143 1.0310 0.6874 -0.5 -2.1 1.5 -0.58
O -4.4494 -0.8799 1.9048 -0.8 0.3 1.8 -0.31
H -3.0642 -2.2890 2.2054 0.0 -0.5 -0.3 0.20
H -4.7748 -2.9322 2.0068 0.2 0.3 1.1 0.30
H -4.9190 -2.8901 -0.2273 -0.6 0.9 0.2 0.29
H -3.2392 -2.9845 -0.1868 0.4 0.5 0.0 0.23
C -2.2417 1.3735 3.5018 0.5 0.6 0.4 -1.11
C -1.2643 1.1561 4.6658 -1.2 -0.1 -4.8 0.96
C -1.3394 2.0453 5.7764 -0.1 0.8 1.8 -0.40
O -0.8746 1.0999 6.7746 0.8 0.8 1.8 -0.38
C -1.0275 -0.1980 6.3715 -1.9 1.0 0.9 0.64
O -0.9711 -1.1664 7.0700 0.7 0.5 -0.4 -0.59
O -1.5138 -0.1339 5.1390 0.4 -1.7 0.0 -0.27
H -1.9558 2.3421 3.0917 0.1 -0.3 -0.9 0.33
H -3.3038 1.5048 3.7084 0.0 -0.3 0.7 0.48
H -2.1531 0.5025 2.8525 0.2 0.5 -0.4 -0.19
H -0.2580 1.2068 4.2498 0.1 -0.3 -0.1 -0.11
H -2.3063 2.5102 5.9688 -0.6 -0.9 0.6 0.29
H -0.7459 2.9526 5.6642 0.9 -0.5 0.3 0.33
C 2.4369 -1.1609 4.3388 -0.3 1.0 2.0 -1.08
C 1.8261 -2.2889 5.1387 -0.5 0.8 -3.5 0.78
C 1.2464 -3.4738 4.3058 -1.6 2.7 -0.5 -0.12
O 1.5353 -4.4291 5.2021 0.0 -3.7 0.8 -0.40
C 2.6897 -4.1438 5.8359 -0.9 -3.1 1.1 0.57
O 3.2505 -4.9779 6.4648 0.9 -0.3 0.4 -0.58
O 2.9562 -2.9001 5.7296 0.9 1.8 0.4 -0.36
H 2.9268 -0.6828 5.1870 0.9 0.5 -0.4 0.51
H 1.7655 -0.3550 4.0421 -0.2 -0.6 -0.8 0.00
H 3.1835 -1.5245 3.6328 -0.3 0.2 -0.1 0.22
H 1.1068 -1.9867 5.8999 0.1 0.0 0.0 0.11
H 1.5581 -3.6976 3.2856 1.2 0.3 0.0 0.15
H 0.1717 -3.4164 4.1329 -0.3 0.3 0.7 0.14
C -1.7817 4.7506 -0.2965 0.3 -0.9 -0.8 -1.10
C -2.3061 5.8567 -1.1776 0.8 0.4 -0.3 0.25
C -2.4507 5.6546 -2.7095 3.0 1.0 0.7 -0.69
O -3.8084 5.9740 -3.0194 1.4 -1.0 -1.4 -0.17
C -4.4063 6.2753 -1.8968 -4.1 -0.6 0.9 0.61
O -5.5959 6.4958 -1.7476 1.4 0.3 -0.9 -0.63
O -3.6374 6.1052 -0.8682 -0.1 0.6 2.8 -0.31
H -2.1779 4.8557 0.7135 0.0 -0.1 -0.1 0.31
H -0.6925 4.7226 -0.2638 0.1 0.4 0.1 0.50
H -2.0152 3.7818 -0.7380 -0.5 -0.2 0.3 -0.02
H -1.7062 6.7214 -0.8940 -0.2 0.5 -0.4 0.23
H -1.8809 4.7468 -2.9077 -1.7 -1.2 -0.8 0.32
H -1.7729 6.3166 -3.2484 -0.4 0.7 0.0 0.42
C 4.2677 0.3915 -0.4230 -0.2 -1.4 -0.2 -1.66
C 4.0373 -0.7123 0.6746 -1.3 0.8 -0.3 0.83
C 3.3111 -2.0833 0.3865 -0.1 1.3 0.3 1.16
O 4.2830 -3.0724 0.6829 -0.2 -1.2 -0.3 -0.38
C 5.3006 -2.5294 1.3289 3.0 0.7 -0.6 0.58
O 6.3251 -3.0241 1.7359 -1.8 -0.6 -0.1 -0.59
O 5.2294 -1.1954 1.2584 0.1 1.5 0.6 -0.46
H 5.1255 0.0833 -1.0207 0.0 0.3 -0.2 0.41
H 4.3442 1.4352 -0.1182 0.6 -0.3 0.9 0.35
H 3.3918 0.5044 -1.0618 -0.2 -0.7 -0.2 0.27
H 3.4125 -0.2112 1.4140 0.2 -0.1 0.5 -0.02
H 2.9037 -2.1609 -0.6215 0.2 -0.3 0.1 -0.50
H 2.5569 -2.2140 1.1624 -0.5 0.1 -0.4 -0.04
C 1.3209 -3.2760 -6.1177 -1.0 -0.6 0.3 -1.41
C 1.1275 -3.8027 -4.6919 1.0 -0.4 0.3 0.28
C 1.1671 -2.7203 -3.6128 1.4 0.9 0.2 -0.08
O -0.1305 -2.6985 -3.1146 -0.2 1.2 1.1 0.17
C -0.8782 -3.5436 -3.7652 -4.3 -0.6 -0.5 0.47
O -2.1009 -3.5405 -3.7219 2.2 -0.3 0.2 -0.62
O -0.1564 -4.4086 -4.4807 -0.1 0.4 -0.7 -0.36
H 2.1169 -2.5336 -6.1739 0.2 -0.4 -0.1 0.35
H 0.4099 -2.7895 -6.4663 -0.2 0.4 0.4 0.33
H 1.3789 -4.1203 -6.8046 0.7 0.1 0.0 0.39
H 1.7829 -4.6215 -4.3952 0.6 0.2 -0.6 0.42
H 1.4602 -1.7239 -3.9437 -0.5 0.0 -0.7 0.07
H 1.8601 -2.8201 -2.7775 0.0 -0.9 0.1 -0.05
C -0.5340 1.1692 -1.0410 -0.3 1.4 1.5 0.35
C -0.1208 -0.2872 -1.1554 -3.1 1.7 -1.6 -0.19
O 0.0870 -0.7012 0.1739 -0.4 -2.1 -2.2 0.11
C 0.2356 0.3483 0.8880 2.5 4.5 5.4 -0.12
O 0.5969 0.3302 2.0858 -1.3 -0.2 -3.3 -0.59
O 0.0967 1.5458 0.2085 0.5 -2.3 1.1 -0.36
F 0.9714 -0.3022 -1.8975 2.3 -0.9 -0.4 -0.03
H -1.5651 1.3977 -0.7715 -0.5 -0.7 -0.9 0.24
H -0.1750 1.8757 -1.7894 0.0 -0.6 -0.4 0.59
H -0.9022 -0.8075 -1.7094 0.2 -0.8 0.6 0.34
C 0.5331 2.6413 -5.6110 1.6 1.0 -1.2 -3.21
C 1.2174 1.6672 -6.6209 -1.3 1.5 1.0 0.36
O 0.3206 0.5861 -6.4251 0.3 -1.5 -0.8 -0.08
C -0.1924 0.6522 -5.1939 -2.7 -2.0 3.0 0.31
O -0.9758 -0.1142 -4.6083 2.5 1.2 -2.4 -0.43
O 0.2389 1.7338 -4.5751 -0.2 1.1 0.5 0.94
F 2.4816 1.3353 -6.2326 -0.2 -0.2 -0.2 -0.14
H -0.3652 3.1025 -6.0215 -0.5 -0.5 -0.3 0.36
H 1.0798 3.5293 -5.2937 0.6 -0.5 0.4 0.54
H 1.2168 1.9476 -7.6742 0.0 -0.1 0.2 0.38
```
Forces are in eV/Å.

Values from the calculation:
2S+1 ... 2
Net charge ... -1
HOMO level (alpha / beta) ... -0.167 / -8.693 eV
Kohn-Sham gap (alpha / beta) ... 1.84 / 10.30 eV
LUMO level (alpha / beta) ... 0.061 / 0.059 hartree


[3]
The following is a DFT calculation (the ωB97M-V functional and the def2-TZVPD basis) of a structure of composition C8H18N2O in a non-equilibrium geometry.

The geometry in XYZ format:
```
29
Properties=species:S:1:pos:R:3:forces:R:3:nbo_charge:R:1
C 1.6734 1.9500 -0.5113 0.9 4.4 1.2 -0.65
C 1.9104 0.5504 -0.9182 -1.0 -0.6 -3.5 -0.41
C 0.7601 -0.6027 -0.4365 5.6 -0.8 -9.6 -0.08
C 1.7946 -1.8728 -0.8169 1.8 -1.0 1.0 -0.65
C -1.7173 -0.5412 0.2782 1.1 2.7 3.1 -0.04
C -1.9017 -1.8171 -0.2973 -5.4 -4.5 -0.7 -0.62
C -2.3466 0.6279 -0.5306 5.9 -0.4 -0.6 -0.46
C -1.8688 2.0384 -0.1426 -1.2 -0.4 1.9 -0.64
H 0.8215 2.5834 -1.1969 2.7 -1.7 2.1 0.21
H 1.4338 1.9047 0.6132 -0.1 0.7 -1.8 0.24
H 2.8015 2.6773 -0.4675 -3.5 -2.2 -0.6 0.22
H 1.7797 0.6149 -2.2233 0.9 -0.7 3.7 0.19
H 2.9572 0.2081 -0.6230 -1.7 0.4 -0.5 0.23
H 0.1939 -0.7963 -1.4417 0.5 1.0 1.8 0.22
H 1.4239 -2.9696 -0.4508 0.7 2.6 -1.4 0.23
H 1.9130 -1.6864 -2.0958 -0.1 -1.1 4.1 0.24
H 3.0426 -1.7525 -0.2205 -4.1 -0.4 -2.0 0.21
H -2.1004 -0.4656 1.3470 0.6 -0.2 -1.1 0.23
H -1.4315 -1.8978 -1.2498 0.7 -0.5 -0.5 0.22
H -3.1209 -2.0584 -0.6199 3.2 1.0 1.0 0.20
H -1.7293 -2.6357 0.4519 0.4 0.6 -1.1 0.24
H -1.6233 0.5952 -1.4607 -2.7 -0.6 0.3 0.21
H -3.4051 0.5689 -0.5610 -0.7 -0.6 -0.6 0.23
H -2.8927 2.4834 -0.9873 4.0 0.5 2.9 0.24
H -2.0538 2.1420 1.1557 0.2 0.4 -4.0 0.20
H -0.5969 2.0757 -0.2838 -4.4 0.7 0.0 0.26
N -0.1511 -0.4642 0.4872 -2.9 1.0 5.7 -0.32
N 0.3057 -0.2901 1.7964 1.5 2.2 -1.2 0.25
O 1.4601 0.2114 1.8227 -2.8 -2.5 0.3 -0.38
```
Forces are in eV/Å.

Values from the calculation:
HOMO level ... -8.959 eV
Kohn-Sham gap ... 9.23 eV
LUMO level ... 0.010 hartree


Repeat the third record exactly.
The following is a DFT calculation (the ωB97M-V functional and the def2-TZVPD basis) of a structure of composition C8H18N2O in a non-equilibrium geometry.

The geometry in XYZ format:
```
29
Properties=species:S:1:pos:R:3:forces:R:3:nbo_charge:R:1
C 1.6734 1.9500 -0.5113 0.9 4.4 1.2 -0.65
C 1.9104 0.5504 -0.9182 -1.0 -0.6 -3.5 -0.41
C 0.7601 -0.6027 -0.4365 5.6 -0.8 -9.6 -0.08
C 1.7946 -1.8728 -0.8169 1.8 -1.0 1.0 -0.65
C -1.7173 -0.5412 0.2782 1.1 2.7 3.1 -0.04
C -1.9017 -1.8171 -0.2973 -5.4 -4.5 -0.7 -0.62
C -2.3466 0.6279 -0.5306 5.9 -0.4 -0.6 -0.46
C -1.8688 2.0384 -0.1426 -1.2 -0.4 1.9 -0.64
H 0.8215 2.5834 -1.1969 2.7 -1.7 2.1 0.21
H 1.4338 1.9047 0.6132 -0.1 0.7 -1.8 0.24
H 2.8015 2.6773 -0.4675 -3.5 -2.2 -0.6 0.22
H 1.7797 0.6149 -2.2233 0.9 -0.7 3.7 0.19
H 2.9572 0.2081 -0.6230 -1.7 0.4 -0.5 0.23
H 0.1939 -0.7963 -1.4417 0.5 1.0 1.8 0.22
H 1.4239 -2.9696 -0.4508 0.7 2.6 -1.4 0.23
H 1.9130 -1.6864 -2.0958 -0.1 -1.1 4.1 0.24
H 3.0426 -1.7525 -0.2205 -4.1 -0.4 -2.0 0.21
H -2.1004 -0.4656 1.3470 0.6 -0.2 -1.1 0.23
H -1.4315 -1.8978 -1.2498 0.7 -0.5 -0.5 0.22
H -3.1209 -2.0584 -0.6199 3.2 1.0 1.0 0.20
H -1.7293 -2.6357 0.4519 0.4 0.6 -1.1 0.24
H -1.6233 0.5952 -1.4607 -2.7 -0.6 0.3 0.21
H -3.4051 0.5689 -0.5610 -0.7 -0.6 -0.6 0.23
H -2.8927 2.4834 -0.9873 4.0 0.5 2.9 0.24
H -2.0538 2.1420 1.1557 0.2 0.4 -4.0 0.20
H -0.5969 2.0757 -0.2838 -4.4 0.7 0.0 0.26
N -0.1511 -0.4642 0.4872 -2.9 1.0 5.7 -0.32
N 0.3057 -0.2901 1.7964 1.5 2.2 -1.2 0.25
O 1.4601 0.2114 1.8227 -2.8 -2.5 0.3 -0.38
```
Forces are in eV/Å.

Values from the calculation:
HOMO level ... -8.959 eV
Kohn-Sham gap ... 9.23 eV
LUMO level ... 0.010 hartree